(1)
The following is a DFT calculation (ωB97M-V with the def2-TZVPD basis set) of a molecular structure, C15H36FNO7Sr in a non-equilibrium geometry.

The geometry in XYZ format:
```
61
Properties=species:S:1:pos:R:3:forces:R:3
Sr -1.760 0.614 0.741 -8.695 3.075 -1.091
C 0.805 1.968 1.037 0.863 0.521 0.613
C 1.581 0.893 0.261 0.866 -0.375 -0.445
C 2.539 0.244 1.419 -0.371 2.516 -2.259
C 3.306 -0.901 0.872 0.566 0.292 0.246
C 2.293 -1.897 0.515 -1.669 -2.795 0.289
C 1.101 -1.567 -0.479 4.181 -0.392 -1.818
N 0.617 -0.252 -0.099 6.040 4.046 -9.086
O -0.637 0.157 -0.694 9.959 -4.054 -3.092
C 0.038 -2.675 -0.368 -0.780 0.326 0.540
C 1.812 -1.587 -1.890 -1.978 -0.011 -0.393
C 2.375 1.628 -0.948 -0.473 -1.157 1.028
H 0.051 2.627 0.607 1.333 -0.669 -0.122
H 1.542 2.677 1.414 0.298 -0.183 0.361
H 0.255 1.551 1.881 0.596 -0.002 0.298
H 1.829 0.003 2.211 0.718 -0.355 0.001
H 3.220 0.994 1.821 -0.235 0.398 -0.110
H 4.039 -1.176 1.630 -0.238 -0.867 0.212
H 3.955 -0.756 0.009 -0.197 0.966 -0.235
H 1.735 -2.210 1.398 0.278 -0.134 0.659
H 2.790 -2.811 0.189 -0.268 -0.186 -0.390
H 0.339 -3.712 -0.223 0.933 0.145 -0.634
H -0.696 -2.612 -1.172 0.211 -0.052 -0.214
H -0.536 -2.489 0.540 0.251 -0.168 -0.418
H 1.114 -1.078 -2.554 0.263 -0.003 -0.403
H 1.831 -2.595 -2.305 0.402 -0.172 0.227
H 2.771 -1.083 -2.011 -0.015 -0.217 0.517
H 3.159 2.237 -0.499 0.011 0.102 -0.134
H 1.661 2.229 -1.511 0.936 0.140 0.242
H 2.799 0.954 -1.693 0.186 -0.189 0.377
F -1.554 2.497 1.074 -0.594 8.167 8.423
C -0.359 1.835 -2.868 -0.840 -0.464 -0.528
C -0.471 2.563 -1.545 0.281 0.008 0.192
O -1.745 2.469 -0.943 2.650 4.256 -6.422
O -0.646 0.426 -2.801 0.900 1.639 -4.626
H 0.587 1.950 -3.397 0.171 0.535 0.192
H -1.143 2.311 -3.458 -0.076 -0.278 -0.706
H -0.214 3.606 -1.732 0.175 0.460 -0.252
H 0.330 2.153 -0.929 -1.571 0.594 -0.503
H -1.639 2.596 0.003 -0.167 1.843 -0.221
H -0.030 0.057 -2.163 -0.587 0.229 0.378
C -0.400 -0.837 2.743 0.821 -0.056 0.662
C -1.631 -0.270 3.390 -2.149 0.310 0.689
O -2.172 0.904 2.727 -0.515 0.590 5.889
O -0.350 -0.749 1.334 -3.837 -5.348 13.033
H -0.228 -1.862 3.070 -0.405 -0.329 0.319
H 0.500 -0.310 3.058 -0.301 0.233 0.840
H -1.579 0.027 4.437 0.759 -0.584 0.122
H -2.476 -0.955 3.318 0.189 -0.660 0.211
H -2.472 1.545 3.375 0.169 0.101 0.160
H 0.558 -0.645 1.042 1.240 0.329 0.094
C -3.351 -1.417 -0.493 1.641 -0.292 -1.845
C -2.871 -0.531 -1.727 0.373 -1.434 -0.719
O -2.654 0.864 -1.496 -5.133 -5.074 -0.697
O -2.304 -1.358 0.539 -4.723 -4.318 0.241
H -3.123 -2.476 -0.615 -1.277 -0.167 -1.948
H -4.409 -1.287 -0.268 0.180 0.435 0.906
H -3.437 -0.706 -2.642 -1.135 -0.120 0.331
H -1.924 -0.949 -2.068 -0.047 -0.185 0.547
H -2.149 1.203 -2.239 -0.344 -0.609 0.264
H -2.574 -2.029 1.170 0.177 -0.357 0.210
```
Positions in Å, forces in eV/Å.

## Properties
ΔE to the lowest compared entry with this formula, charge and spin, kcal per mole: 462.0
Gap between HOMO and LUMO, eV: 6.3

=====

(2)
The following is a DFT calculation (ωB97M-V with the def2-TZVPD basis set) of a molecular structure, C15H36N4O2ReSi4 in a non-equilibrium geometry.

The geometry in XYZ format:
```
62
Properties=species:S:1:pos:R:3:forces:R:3
Re -1.393 1.712 -0.312 2.225 -2.193 2.328
O -0.518 2.548 1.329 -0.485 -0.087 -1.100
N -0.727 1.975 2.494 0.203 0.346 0.217
N -1.376 0.921 2.425 -0.067 -0.354 0.262
O -1.789 0.437 1.265 -0.536 0.624 -0.746
C -1.721 0.179 3.620 0.052 -0.154 0.126
C -2.751 -0.744 3.545 -0.068 0.061 -0.206
C -3.134 -1.403 4.703 -0.009 -0.016 0.048
C -2.478 -1.152 5.900 0.009 0.029 -0.007
C -1.420 -0.251 5.942 0.003 0.006 0.027
C -1.032 0.426 4.800 0.099 0.165 -0.152
H -3.251 -0.925 2.605 -0.035 -0.001 0.047
H -3.958 -2.102 4.671 0.034 -0.008 -0.017
H -2.794 -1.652 6.805 0.021 -0.034 -0.026
H -0.897 -0.067 6.871 -0.022 -0.004 -0.020
H -0.219 1.139 4.818 -0.022 -0.022 0.050
N -2.932 3.249 -0.087 -1.020 0.650 0.213
N -2.110 3.445 -1.261 -0.204 0.457 -0.215
H -3.919 3.124 -0.301 0.030 0.146 -0.195
H -2.830 4.001 0.590 0.111 0.019 -0.051
H -1.565 4.304 -1.201 -0.013 0.030 0.045
H -2.681 3.498 -2.104 0.040 -0.100 -0.060
C -0.682 -2.515 0.544 -0.240 0.078 -0.073
Si 0.985 -1.732 0.331 0.032 0.235 0.364
C 2.232 -2.962 -0.249 0.032 0.060 -0.295
C 1.621 -0.783 1.804 -0.064 0.056 0.167
Si 0.249 0.281 -1.109 0.315 -0.445 -1.148
Si 2.576 1.314 -1.359 -0.462 0.041 0.327
C 2.223 2.454 -2.783 0.048 0.131 -0.122
C 3.800 -0.002 -1.782 0.072 -0.057 -0.121
C 2.913 2.147 0.260 0.058 0.126 0.050
Si -0.433 -0.971 -3.154 -0.074 0.631 0.647
C -0.571 0.416 -4.397 -0.131 -0.092 -0.287
C 0.867 -2.201 -3.632 0.036 -0.045 -0.160
C -2.059 -1.753 -2.685 -0.122 -0.082 -0.176
H -0.786 -2.849 1.582 0.050 0.010 -0.035
H -0.782 -3.385 -0.107 0.006 0.028 0.011
H -1.499 -1.822 0.336 -0.011 -0.090 0.071
H 2.348 -3.671 0.581 -0.049 0.067 0.009
H 3.209 -2.539 -0.459 0.082 -0.015 0.032
H 1.910 -3.528 -1.119 -0.008 -0.087 0.013
H 1.165 -1.174 2.721 0.039 -0.013 -0.050
H 1.406 0.284 1.747 0.006 -0.030 0.063
H 2.703 -0.906 1.890 -0.035 0.028 0.000
H 2.217 1.916 -3.733 -0.026 0.028 0.033
H 3.015 3.210 -2.837 -0.008 -0.066 -0.005
H 1.270 2.970 -2.668 0.049 0.009 -0.006
H 3.524 -0.565 -2.674 0.022 0.002 0.029
H 3.946 -0.695 -0.958 0.075 -0.011 0.053
H 4.764 0.481 -1.980 -0.052 -0.005 -0.001
H 2.008 2.590 0.679 0.050 0.030 0.007
H 3.648 2.947 0.125 -0.016 -0.038 -0.023
H 3.325 1.445 0.986 -0.006 0.022 0.000
H 0.413 0.708 -4.770 -0.039 0.017 0.037
H -1.048 1.300 -3.972 -0.007 -0.024 -0.023
H -1.161 0.096 -5.263 0.056 0.014 0.016
H 1.824 -1.724 -3.849 -0.026 -0.019 0.004
H 0.547 -2.724 -4.539 0.016 0.031 0.029
H 1.020 -2.951 -2.861 -0.004 -0.079 0.000
H -2.657 -1.091 -2.055 -0.019 -0.028 -0.036
H -1.900 -2.683 -2.135 -0.026 0.031 0.006
H -2.649 -1.998 -3.573 0.037 -0.009 0.023
```
Positions in Å, forces in eV/Å.

## Properties
ΔE to the lowest compared entry with this formula, charge and spin, kcal per mole: 49.2
Net charge: +2
Spin multiplicity: 2
Expectation value of S²: 0.79
Gap between HOMO and LUMO (alpha / beta), eV: 5.7 / 5.7

=====

(3)
The following is a DFT calculation (ωB97M-V with the def2-TZVPD basis set) of a molecular structure, C15H37I3NbO6 in a non-equilibrium geometry.

The geometry in XYZ format:
```
62
Properties=species:S:1:pos:R:3:forces:R:3
C 0.858 1.849 1.163 0.677 0.463 -0.173
C 2.203 2.189 1.834 0.311 -0.924 -0.540
I 1.941 3.982 3.030 0.152 -0.080 -0.167
C 2.845 0.984 2.570 -0.367 0.868 -0.299
I 5.025 1.258 2.659 -0.559 -0.052 -0.048
Nb 1.966 0.409 4.601 0.708 -0.877 -1.260
I 1.506 -2.286 3.718 0.128 0.586 0.238
H 0.551 2.727 0.586 -0.164 -0.093 0.153
H 0.079 1.574 1.871 0.057 -0.143 -0.019
H 1.058 1.067 0.421 -0.208 -0.179 0.272
H 2.888 2.477 1.030 -0.141 0.418 0.239
H 2.708 0.122 1.905 0.227 0.144 0.044
H 0.266 0.934 4.212 -0.628 0.301 0.605
H 1.340 -0.149 6.226 0.102 0.175 0.011
H 3.619 -0.163 5.182 -0.309 0.171 0.859
H 2.392 1.989 5.385 -0.002 -0.695 0.057
C -4.743 -7.734 2.057 0.289 -0.068 0.164
O -3.470 -7.495 1.492 -0.347 0.274 -0.101
C -3.473 -7.110 0.128 0.274 -0.027 0.056
C -2.763 -5.787 -0.144 0.182 0.078 0.020
O -3.319 -4.612 0.425 -0.082 -0.050 -0.069
C -3.332 -4.454 1.839 -0.074 -0.094 0.177
C -1.989 -4.345 2.553 -0.096 -0.120 0.002
O -1.201 -5.519 2.459 -0.085 0.154 -0.387
C 0.099 -5.331 1.930 0.007 -0.308 0.099
H -4.942 -8.810 2.091 -0.142 0.002 -0.051
H -4.738 -7.355 3.081 0.013 -0.037 -0.002
H -5.544 -7.226 1.513 0.009 -0.012 -0.047
H -4.489 -7.076 -0.277 -0.072 0.059 0.114
H -2.926 -7.887 -0.420 -0.021 0.089 -0.197
H -2.821 -5.627 -1.225 -0.096 0.016 0.010
H -1.700 -5.855 0.084 0.009 -0.176 0.235
H -3.959 -5.216 2.303 0.146 -0.205 0.034
H -3.851 -3.507 2.009 0.078 0.049 -0.085
H -2.201 -4.185 3.616 -0.085 0.221 -0.014
H -1.445 -3.470 2.187 0.053 -0.045 -0.016
H 0.169 -4.437 1.307 -0.001 0.048 0.074
H 0.342 -6.198 1.308 -0.030 -0.018 0.055
H 0.827 -5.270 2.741 0.074 0.128 -0.085
C 2.381 2.853 -4.969 -0.012 -0.088 0.321
O 2.569 3.815 -3.950 -0.209 0.158 -0.410
C 3.062 5.071 -4.380 0.004 -0.016 0.286
C 2.181 6.248 -3.978 0.014 0.086 0.163
O 0.873 6.309 -4.528 0.016 0.020 -0.041
C -0.077 5.311 -4.185 -0.018 -0.187 -0.083
C -0.522 5.227 -2.729 0.143 -0.161 -0.015
O 0.519 4.874 -1.840 0.024 0.400 -0.188
C 0.739 5.772 -0.765 0.087 -0.259 0.085
H 3.220 2.152 -4.982 0.019 -0.004 -0.142
H 1.471 2.292 -4.744 0.038 -0.018 0.024
H 2.262 3.308 -5.956 0.041 0.039 -0.002
H 3.234 5.086 -5.461 -0.118 -0.071 -0.049
H 4.033 5.214 -3.892 0.042 0.194 -0.085
H 2.683 7.147 -4.348 -0.036 -0.027 -0.097
H 2.144 6.361 -2.895 0.002 -0.268 0.088
H 0.247 4.335 -4.547 0.138 -0.103 0.197
H -0.968 5.558 -4.770 0.008 0.107 0.040
H -1.278 4.436 -2.669 -0.168 0.089 -0.131
H -0.996 6.169 -2.434 0.078 0.039 0.032
H 0.380 6.782 -0.984 -0.054 -0.027 -0.051
H 1.814 5.827 -0.582 -0.033 -0.070 0.054
H 0.255 5.395 0.140 0.005 0.131 0.047
```
Positions in Å, forces in eV/Å.

## Properties
Net charge: -1
Gap between HOMO and LUMO, eV: 6.9

=====

Number 1: E -35494.9541 eV. Number 2: E -59816.0085 eV. Number 3: E -54285.0049 eV.